Entry 1:
{
  "formula": "C29H44Cl30O4",
  "method": "ωB97M-V/def2-TZVPD",
  "total_energy_ev": -414632.4221,
  "homo_ev": -7.958,
  "gap_ev": 6.47,
  "symbols": ["O", "C", "O", "C", "O", "C", "C", "C", "C", "C", "C", "C", "C", "C", "C", "C", "C", "O", "H", "H", "H", "H", "H", "H", "H", "H", "H", "H", "H", "H", "H", "H", "C", "Cl", "Cl", "H", "H", "C", "Cl", "Cl", "H", "H", "C", "Cl", "Cl", "H", "H", "C", "Cl", "Cl", "H", "H", "C", "Cl", "Cl", "H", "H", "C", "Cl", "Cl", "H", "H", "C", "Cl", "Cl", "H", "H", "C", "Cl", "Cl", "H", "H", "C", "Cl", "Cl", "H", "H", "C", "Cl", "Cl", "H", "H", "C", "Cl", "Cl", "H", "H", "C", "Cl", "Cl", "H", "H", "C", "Cl", "Cl", "H", "H", "C", "Cl", "Cl", "H", "H", "C", "Cl", "Cl", "H", "H"],
  "xyz": [[-1.463, 1.846, 1.941], [-1.550, 2.675, 0.864], [-1.394, 4.164, 0.829], [-1.050, 4.516, -0.579], [-0.366, 5.627, -0.869], [-1.577, 3.343, -1.597], [-1.811, 3.301, -3.219], [-0.465, 3.544, -4.124], [0.837, 2.646, -3.690], [1.375, 1.489, -4.771], [2.728, 0.576, -4.405], [3.589, 0.744, -3.011], [3.055, 1.870, -1.938], [1.706, 2.785, -2.305], [-1.886, 2.200, -0.692], [-2.494, 0.791, -1.270], [-2.667, -0.399, -0.153], [-3.774, -1.305, -0.593], [-2.560, 4.187, -3.488], [-2.319, 2.314, -3.619], [-0.236, 4.711, -4.221], [-0.747, 3.206, -5.233], [0.869, 1.279, -5.806], [3.142, -0.234, -5.177], [4.572, 0.119, -2.760], [3.618, 2.081, -0.932], [1.412, 3.586, -1.505], [-1.904, 0.400, -2.220], [-3.589, 1.044, -1.672], [-1.680, -1.052, -0.149], [-2.979, -0.022, 0.919], [-3.681, -1.408, -1.588], [-3.224, 4.059, -6.924], [-1.538, 3.621, -7.229], [-3.915, 3.068, -5.634], [-3.270, 5.110, -6.629], [-3.802, 3.906, -7.839], [7.488, 0.697, -3.464], [7.368, -0.736, -4.493], [5.887, 1.279, -2.994], [8.053, 0.442, -2.564], [8.007, 1.486, -4.013], [2.090, 2.291, 2.986], [1.930, 2.877, 1.326], [3.337, 3.189, 3.860], [1.135, 2.417, 3.501], [2.362, 1.233, 2.965], [-1.271, 6.700, 3.445], [-2.179, 8.148, 3.898], [0.430, 6.847, 3.904], [-1.703, 5.835, 3.953], [-1.337, 6.563, 2.362], [9.478, -3.609, -2.865], [9.124, -2.032, -2.149], [9.303, -3.562, -4.624], [10.504, -3.891, -2.617], [8.783, -4.348, -2.458], [-2.932, 2.640, 5.186], [-3.203, 4.373, 4.967], [-4.362, 1.853, 5.865], [-2.705, 2.190, 4.216], [-2.089, 2.494, 5.866], [-1.600, 1.579, 9.179], [-2.624, 2.993, 8.899], [-0.257, 1.530, 8.031], [-1.199, 1.626, 10.195], [-2.203, 0.675, 9.061], [-0.579, -1.500, -6.313], [-0.739, -0.914, -7.973], [0.668, -0.602, -5.439], [-1.534, -1.375, -5.798], [-0.307, -2.558, -6.333], [0.861, 0.097, 11.609], [0.740, -1.336, 10.580], [-0.741, 0.679, 12.078], [1.425, -0.158, 12.509], [1.380, 0.887, 11.060], [-7.572, 0.115, 5.878], [-7.630, -1.652, 5.867], [-8.918, 0.801, 4.961], [-7.629, 0.467, 6.911], [-6.631, 0.443, 5.428], [0.044, -3.125, -2.716], [1.062, -1.787, -2.170], [-1.578, -2.560, -3.136], [0.500, -3.583, -3.597], [-0.033, -3.863, -1.914], [6.069, -4.558, -6.314], [5.799, -2.825, -6.533], [4.639, -5.345, -5.635], [6.296, -5.008, -7.284], [6.912, -4.704, -5.634], [-7.151, -4.847, 7.492], [-5.815, -4.681, 8.637], [-8.312, -6.062, 8.041], [-7.661, -3.885, 7.398], [-6.752, -5.150, 6.521], [7.337, -4.595, -10.101], [8.673, -4.429, -8.956], [6.176, -5.810, -9.552], [6.827, -3.633, -10.195], [7.736, -4.898, -11.072], [-5.980, -8.338, 6.405], [-6.821, -8.019, 4.883], [-5.771, -10.074, 6.664], [-4.997, -7.862, 6.374], [-6.565, -7.923, 7.229]],
  "forces_ev_per_angstrom": [[-0.6, 6.4, -7.0], [-0.3, -3.7, 2.5], [1.0, -3.0, -2.1], [2.7, 4.1, -2.1], [-4.8, -7.4, 2.2], [-0.9, -3.1, 3.5], [0.2, 1.2, 0.1], [0.5, -0.3, -0.5], [3.5, -2.5, 0.5], [3.2, 2.7, 3.9], [-0.1, 2.5, 2.4], [-6.0, 1.9, -0.3], [-2.3, -0.6, -3.9], [1.2, -2.3, -2.1], [1.0, 3.2, -2.1], [-0.7, 0.4, 0.6], [0.1, -0.5, -0.7], [1.5, 1.2, -1.1], [1.6, -1.9, 0.7], [1.1, 1.9, 1.6], [-0.2, -2.6, 0.6], [0.8, 0.7, 3.0], [1.5, 2.1, 2.5], [-1.0, 2.1, 1.8], [-4.4, 0.4, -0.5], [-1.3, -0.5, -2.2], [0.5, -1.6, -1.8], [-0.8, 0.9, 2.2], [2.3, -0.4, 1.0], [-1.9, 1.6, 0.3], [0.9, -0.7, -2.4], [-0.1, 0.1, 1.8], [-0.2, 0.3, -0.2], [-0.3, 0.2, -0.8], [-0.3, 0.0, -0.2], [0.1, -0.3, 0.0], [0.2, -0.1, 0.3], [0.8, 0.5, 0.1], [-0.2, 0.4, -0.1], [3.9, 1.6, -0.4], [-0.2, 0.0, -0.2], [-0.1, -0.3, 0.1], [-0.2, -0.3, 0.2], [-0.1, -0.1, 0.0], [0.0, -0.1, 0.1], [0.2, 0.1, -0.2], [0.0, 0.3, -0.1], [-0.1, -0.3, -0.3], [-0.1, 0.0, 0.0], [0.0, -0.1, 0.0], [0.3, 0.5, -0.2], [0.1, 0.2, 0.3], [0.1, -0.3, 0.2], [0.3, -0.2, 0.4], [0.1, -0.2, 0.0], [-0.3, 0.2, -0.1], [0.1, 0.3, -0.2], [0.5, -0.2, -0.2], [-0.2, -0.2, 0.1], [0.0, -0.1, 0.0], [-0.2, 0.2, 0.2], [-0.3, 0.1, 0.0], [-0.2, -0.1, 0.2], [-0.1, 0.0, 0.0], [0.1, -0.1, -0.1], [-0.2, 0.2, -0.8], [0.2, 0.2, -0.1], [-0.2, -0.7, 0.1], [-0.1, 0.0, -0.1], [-2.0, -3.9, -0.6], [0.3, 0.1, -0.2], [-0.1, 0.2, -0.1], [0.5, 0.0, 0.0], [0.1, 0.1, 0.0], [0.2, -0.2, 0.8], [-0.3, 0.0, -0.2], [-0.2, -0.2, 0.0], [0.2, 0.4, 0.2], [0.1, 0.0, 0.0], [0.1, 0.1, 0.1], [-0.1, -0.2, -0.3], [-0.3, -0.2, 0.0], [0.5, -0.2, 0.2], [0.0, -0.1, 0.0], [-0.2, -0.1, -0.1], [-0.2, 0.2, 0.1], [-0.1, 0.3, -0.2], [0.4, -0.2, -0.1], [0.1, -0.1, -0.1], [0.0, -0.1, 0.0], [-0.2, 0.2, 0.4], [-0.3, 0.1, -0.1], [0.0, 0.2, -0.3], [0.1, 0.1, -0.1], [-0.1, 0.0, -0.1], [0.1, -0.3, 0.2], [-0.1, 0.0, 0.3], [0.0, 0.3, -0.4], [0.0, 0.1, 0.0], [-0.1, -0.1, -0.3], [0.1, -0.3, 0.2], [-0.1, 0.0, 0.3], [0.2, 0.2, 0.3], [0.0, 0.2, 0.0], [0.1, 0.0, 0.1], [-0.2, -0.2, -0.1], [0.1, -0.2, -0.3]]
}



Entry 2:
{
  "formula": "C29H44ClN2O3PPtSi3",
  "method": "ωB97M-V/def2-TZVPD",
  "total_energy_ev": -88589.4530,
  "e_above_lowest_kj_mol": 212.69,
  "homo_ev": -13.694,
  "charge": 2,
  "gap_ev": 6.89,
  "symbols": ["Pt", "Cl", "C", "C", "C", "C", "C", "C", "P", "C", "C", "C", "C", "C", "C", "C", "C", "C", "C", "C", "C", "H", "H", "H", "H", "H", "H", "H", "H", "H", "H", "H", "H", "H", "H", "C", "O", "Si", "C", "C", "C", "Si", "C", "C", "C", "Si", "C", "C", "C", "H", "H", "H", "H", "H", "H", "H", "H", "H", "H", "H", "H", "H", "H", "H", "H", "H", "H", "H", "H", "H", "H", "H", "H", "H", "H", "H", "N", "N", "C", "O", "O", "H", "H", "H"],
  "xyz": [[0.200, 1.330, 0.260], [1.406, -0.456, 2.960], [3.089, -0.154, 2.616], [3.753, 0.655, 3.522], [5.096, 0.946, 3.338], [5.769, 0.429, 2.251], [5.101, -0.383, 1.345], [3.750, -0.699, 1.507], [3.060, -1.852, 0.252], [2.873, -3.453, 1.034], [2.994, -3.559, 2.419], [2.865, -4.796, 3.038], [2.608, -5.922, 2.281], [2.476, -5.824, 0.898], [2.596, -4.597, 0.277], [4.181, -1.795, -1.153], [5.005, -2.871, -1.443], [5.889, -2.789, -2.517], [5.939, -1.641, -3.287], [5.112, -0.565, -2.991], [4.227, -0.641, -1.928], [3.215, 1.042, 4.377], [5.607, 1.574, 4.055], [6.817, 0.648, 2.099], [5.642, -0.784, 0.500], [3.210, -2.686, 3.014], [2.973, -4.875, 4.111], [2.510, -6.885, 2.763], [2.277, -6.710, 0.311], [2.487, -4.520, -0.797], [4.985, -3.765, -0.832], [6.539, -3.624, -2.738], [6.624, -1.583, -4.121], [5.153, 0.332, -3.596], [3.563, 0.188, -1.708], [-0.011, 1.662, -4.123], [-0.377, 1.864, -2.753], [-0.225, 3.371, -2.014], [1.596, 3.785, -2.097], [-1.284, 4.587, -2.927], [-0.845, 2.994, -0.245], [-0.003, 3.869, 1.141], [1.676, 2.792, 1.283], [-0.804, 3.718, 2.811], [0.484, 5.634, 0.814], [-2.753, 2.829, -0.077], [-3.373, 4.587, 0.053], [-3.214, 1.853, 1.465], [-3.493, 1.986, -1.593], [-0.799, 2.019, -4.786], [0.139, 0.596, -4.290], [0.921, 2.180, -4.360], [1.835, 4.204, -3.078], [2.213, 2.893, -1.960], [1.900, 4.531, -1.362], [-1.034, 4.564, -3.991], [-1.127, 5.615, -2.591], [-2.346, 4.353, -2.837], [1.866, 2.684, 2.351], [2.315, 3.571, 0.856], [2.144, 1.891, 0.838], [-1.004, 2.681, 3.081], [-1.737, 4.279, 2.884], [-0.128, 4.139, 3.561], [0.755, 5.839, -0.220], [1.318, 5.920, 1.460], [-0.360, 6.280, 1.065], [-3.064, 5.086, 0.974], [-4.467, 4.580, 0.048], [-3.045, 5.195, -0.791], [-3.315, 2.503, 2.334], [-2.489, 1.081, 1.742], [-4.180, 1.363, 1.314], [-2.761, 1.729, -2.361], [-4.229, 2.657, -2.040], [-4.029, 1.072, -1.318], [-1.130, -0.050, -0.625], [-0.456, -1.272, -0.846], [0.868, -1.340, -0.629], [1.527, -2.373, -0.853], [1.465, -0.351, -0.062], [-1.959, -0.241, -0.065], [-1.340, 0.442, -1.501], [-0.844, -1.911, -1.529]],
  "forces_ev_per_angstrom": [[0.1, 0.7, -0.1], [0.1, -0.2, -0.1], [-0.3, 0.0, 0.1], [-0.1, -0.1, 0.0], [0.0, 0.1, 0.1], [0.1, -0.1, -0.2], [0.1, -0.1, -0.2], [-0.4, 0.1, -0.2], [0.3, -0.7, 0.1], [0.1, 0.5, 0.2], [0.2, -0.1, 0.2], [0.0, 0.3, 0.1], [0.0, -0.1, -0.1], [0.0, 0.0, -0.1], [0.0, -0.2, -0.3], [-0.4, 0.1, 0.3], [0.3, -0.4, 0.0], [-0.1, -0.1, 0.2], [0.0, 0.0, 0.0], [-0.2, 0.1, 0.0], [0.0, 0.3, -0.2], [0.0, 0.0, 0.0], [0.0, 0.0, 0.0], [0.0, 0.0, 0.0], [0.1, 0.0, 0.0], [0.0, 0.0, 0.1], [0.0, 0.0, 0.0], [0.0, 0.0, 0.0], [0.0, 0.0, 0.0], [0.0, -0.1, 0.0], [0.0, 0.0, 0.0], [0.0, 0.0, 0.0], [0.0, 0.0, 0.0], [0.0, 0.0, 0.0], [0.1, 0.1, 0.0], [-0.1, 0.1, 0.2], [0.0, -0.4, -0.2], [-0.2, -0.5, 0.7], [0.0, 0.2, -0.1], [0.1, 0.1, -0.1], [-0.7, 0.4, -0.1], [-0.7, -0.1, -0.3], [0.0, -0.2, -0.2], [0.2, 0.1, 0.2], [0.1, 0.0, 0.2], [0.8, 0.5, 0.1], [-0.4, -0.1, 0.0], [-0.1, -0.1, -0.1], [0.0, -0.1, 0.1], [0.0, 0.0, 0.0], [0.0, 0.0, 0.0], [0.0, 0.0, 0.0], [0.0, 0.0, 0.0], [-0.1, 0.0, 0.0], [0.0, 0.0, 0.0], [0.0, 0.0, 0.0], [0.0, 0.0, 0.0], [0.0, 0.0, 0.0], [-0.1, 0.1, 0.0], [0.0, -0.1, 0.0], [0.0, 0.1, -0.1], [0.0, 0.0, 0.0], [0.0, 0.0, -0.1], [0.0, 0.0, 0.0], [0.0, 0.0, 0.0], [0.0, 0.1, 0.0], [0.0, 0.0, 0.0], [0.1, -0.1, 0.0], [0.0, 0.1, 0.0], [0.0, 0.0, 0.0], [0.0, 0.0, 0.0], [0.0, 0.0, 0.0], [0.0, 0.0, 0.0], [-0.1, 0.1, -0.1], [0.0, -0.1, -0.1], [-0.1, 0.0, 0.0], [0.5, 0.5, 0.2], [0.1, -0.2, -0.7], [-1.5, 1.7, 0.6], [0.9, -0.1, 0.1], [1.4, -2.3, 0.1], [0.0, 0.2, -0.1], [-0.1, -0.1, -0.2], [-0.1, -0.1, 0.2]]
}